[1]
This record from OMol25 describes a molecular structure, C22H31N2O8W. The level of theory is ωB97M-V/def2-TZVPD.

```
64
Properties=species:S:1:pos:R:3:forces:R:3
W -0.508 -0.056 0.539 1.20 0.49 0.32
O -3.488 -0.368 0.689 -0.59 -0.10 -0.21
C -2.662 -0.885 1.386 -0.01 -0.70 0.25
O -1.660 -1.683 0.919 -0.42 1.10 -0.11
C -2.575 -0.605 2.888 -0.03 0.07 0.09
C -1.295 -1.206 3.448 0.27 0.08 -0.16
C -1.125 -1.010 4.945 -0.06 0.00 0.09
C -0.722 0.476 5.054 -0.08 -0.02 0.11
C -0.872 0.935 3.624 0.18 -0.19 -0.23
O -0.335 -0.221 2.865 -0.38 -0.12 -0.03
C -2.347 0.927 3.170 -0.05 -0.20 0.24
C -2.430 1.832 1.974 0.47 0.13 -0.83
O -3.141 2.767 1.822 -0.22 0.01 0.15
O -1.405 1.570 1.079 -0.36 -0.34 0.30
H -3.492 -0.980 3.342 0.01 0.09 0.10
H -1.057 -2.192 3.074 0.03 -0.01 -0.03
H -0.352 -1.665 5.338 0.00 -0.01 0.00
H -2.056 -1.235 5.466 0.02 -0.01 0.01
H 0.308 0.589 5.384 0.01 0.00 0.00
H -1.361 1.054 5.719 0.01 -0.01 0.01
H -0.310 1.820 3.349 0.00 0.04 -0.03
H -3.014 1.305 3.940 -0.03 0.01 -0.02
C 3.075 -4.265 1.197 -0.23 0.24 -0.11
O 2.159 -3.171 1.439 -0.06 0.19 -0.18
C 1.661 -2.455 0.449 -0.15 -0.04 0.34
O 0.917 -1.508 0.748 0.29 -0.35 0.20
N 1.977 -2.744 -0.812 0.05 -0.27 -0.35
N 1.364 -2.040 -1.855 0.07 -0.07 0.23
H 3.352 -4.627 2.179 0.00 0.01 0.04
H 3.956 -3.900 0.673 0.05 -0.05 -0.02
H 2.568 -5.058 0.647 0.04 -0.02 -0.02
H 2.494 -3.589 -1.005 0.09 0.07 -0.05
H 0.822 -2.675 -2.429 0.01 0.07 0.00
H 2.059 -1.552 -2.407 0.00 -0.03 -0.01
C -2.786 0.932 -2.439 -0.03 0.06 0.20
C -1.785 0.177 -3.311 -0.09 0.00 -0.12
C -1.707 -1.306 -2.971 -0.01 -0.29 0.21
C -0.447 0.872 -3.381 -0.19 0.15 -0.91
C -0.020 1.390 -4.607 0.08 -0.05 0.02
C 1.162 2.109 -4.728 -0.09 -0.12 0.26
C 1.932 2.338 -3.595 -0.02 -0.08 0.01
C 1.547 1.844 -2.347 0.75 0.53 -0.64
C 2.381 2.188 -1.132 -0.04 0.03 0.02
C 1.630 3.109 -0.171 -0.15 0.03 0.15
C 2.975 0.988 -0.402 0.04 -0.24 0.15
C 0.378 1.121 -2.313 -0.38 -0.46 1.60
O 0.018 0.662 -1.040 -0.25 -0.25 -0.51
H -3.750 0.421 -2.439 0.02 0.02 -0.01
H -2.934 1.945 -2.816 0.01 -0.02 0.02
H -2.468 1.013 -1.395 -0.08 -0.02 -0.18
H -2.163 0.224 -4.335 -0.08 -0.01 -0.01
H -1.372 -1.510 -1.950 -0.02 0.14 -0.05
H -1.038 -1.835 -3.657 -0.03 0.05 -0.03
H -2.698 -1.754 -3.062 0.01 0.01 -0.03
H -0.643 1.226 -5.478 0.01 0.02 -0.01
H 1.469 2.500 -5.689 -0.01 0.00 0.02
H 2.845 2.916 -3.665 -0.01 0.01 -0.02
H 3.228 2.751 -1.528 0.03 0.07 0.03
H 0.765 2.613 0.288 0.19 0.16 -0.09
H 1.257 3.994 -0.688 0.00 -0.01 0.01
H 2.291 3.440 0.631 0.01 0.00 -0.01
H 2.217 0.383 0.110 0.21 0.18 -0.13
H 3.680 1.331 0.358 -0.01 0.01 0.00
H 3.527 0.335 -1.083 -0.03 0.01 -0.02
```
Positions in Å, forces in eV/Å.

Results
E_tot	-44497.5080	eV
multiplicity	3
⟨S²⟩	2.0088
highest occupied orbital energy (spin up / spin down)	-10.963 / -11.593	eV
net charge	+1

[2]
This record from OMol25 describes C22H31N5O2S2 in the gas phase. The level of theory is ωB97M-V/def2-TZVPD.

```
62
Properties=species:S:1:pos:R:3:forces:R:3
C 0.503 2.046 2.327 0.17 0.17 -0.06
C 1.946 2.490 2.111 -0.01 -0.22 0.08
C 2.893 1.325 1.813 -0.10 0.15 -0.24
H 2.788 0.574 2.596 0.08 -0.06 0.07
H 3.923 1.690 1.823 0.07 -0.07 0.03
C 2.604 0.725 0.435 -0.06 0.16 0.19
N 3.602 -0.224 -0.011 0.06 -0.02 0.28
C 4.100 -0.287 -1.266 0.03 0.27 -0.16
O 4.977 -1.068 -1.584 0.18 -0.21 -0.32
C 3.509 0.630 -2.334 -0.17 -0.17 -0.04
H 3.498 1.690 -2.090 0.04 0.01 0.00
H 4.075 0.466 -3.250 -0.03 0.05 0.17
S 1.785 0.132 -2.692 0.18 -0.09 -0.27
C 0.925 1.515 -2.091 0.19 0.17 -0.07
N 1.356 2.740 -1.981 0.59 -0.96 -0.62
N 0.392 3.493 -1.417 -1.02 0.81 0.66
C -0.630 2.716 -1.188 0.65 -0.47 -0.31
N -1.819 3.033 -0.618 -0.27 0.03 0.06
C -2.812 2.089 -0.359 0.11 0.11 0.01
O -3.855 2.417 0.167 -0.16 -0.09 0.02
C -2.464 0.728 -0.755 0.62 -0.33 -0.38
C -1.260 0.431 -1.360 -0.71 -0.56 0.34
N -0.355 1.423 -1.593 0.36 1.17 0.06
S -1.052 -1.243 -1.695 -0.40 0.28 0.24
C -2.630 -1.567 -1.019 0.21 0.35 -0.02
C -3.253 -0.448 -0.565 0.11 -0.20 -0.12
C -4.618 -0.484 0.040 -0.13 -0.09 0.25
C -4.997 -1.911 0.430 -0.10 0.07 -0.25
C -4.693 -2.876 -0.713 0.12 -0.08 0.21
H -5.192 -2.528 -1.619 -0.05 -0.03 -0.06
C -3.185 -2.947 -0.958 -0.09 -0.22 -0.05
H -2.701 -3.499 -0.145 -0.01 -0.06 -0.04
H -2.969 -3.483 -1.885 0.00 -0.06 0.03
H -5.071 -3.873 -0.480 -0.02 -0.01 -0.07
H -4.430 -2.212 1.314 -0.01 -0.02 0.09
H -6.058 -1.950 0.682 0.01 -0.01 0.07
H -5.330 -0.089 -0.689 -0.05 0.06 0.07
H -4.651 0.184 0.903 -0.07 -0.01 -0.08
C -2.024 4.418 -0.247 -0.14 0.32 0.13
H -1.231 4.736 0.429 -0.01 0.03 -0.01
H -2.995 4.487 0.238 0.14 0.01 -0.06
H -1.998 5.047 -1.137 0.01 0.02 0.03
C 3.961 -1.294 0.906 0.08 -0.32 0.17
H 4.398 -0.869 1.813 0.03 -0.03 -0.05
C 2.767 -2.186 1.259 0.16 0.12 -0.35
C 2.125 -2.815 0.024 -0.10 -0.02 0.28
C 0.908 -3.655 0.388 0.19 0.11 -0.12
H 0.157 -3.044 0.886 -0.12 0.04 0.07
H 1.188 -4.466 1.058 -0.04 -0.12 0.08
H 0.462 -4.084 -0.506 -0.12 -0.12 -0.06
H 1.819 -2.033 -0.675 0.06 0.04 -0.03
H 2.863 -3.435 -0.488 0.06 0.02 -0.08
H 2.017 -1.611 1.806 -0.08 -0.01 0.11
H 3.124 -2.974 1.925 -0.02 0.01 0.10
H 4.726 -1.887 0.399 -0.06 0.11 0.17
H 1.619 0.240 0.446 -0.06 0.08 -0.08
H 2.572 1.558 -0.264 -0.07 -0.10 0.03
H 1.984 3.211 1.291 0.05 0.08 0.01
H 2.294 2.997 3.013 0.03 0.07 -0.04
H 0.445 1.303 3.120 -0.06 -0.11 0.08
H -0.114 2.895 2.611 -0.14 0.04 0.03
H 0.080 1.614 1.422 -0.12 -0.09 -0.10
```
Positions in Å, forces in eV/Å.

Results
E_tot	-56534.7321	eV
highest occupied orbital energy	-8.480	eV

[3]
This record from OMol25 describes C22H31N7 in the gas phase. The level of theory is ωB97M-V/def2-TZVPD.

```
60
Properties=species:S:1:pos:R:3:forces:R:3
C 2.199 -1.452 -0.453 -0.01 0.03 0.01
C 1.929 -0.132 -0.519 0.01 0.02 -0.03
C 1.190 0.500 0.558 -0.06 -0.08 -0.04
N 0.813 1.704 0.720 0.09 0.06 0.06
C 1.184 2.662 -0.294 -0.03 -0.04 0.00
C 0.168 2.796 -1.453 0.01 0.02 0.01
N -0.426 3.961 -0.775 0.02 -0.02 0.00
C -0.792 5.093 -1.598 0.00 -0.02 0.02
C -1.926 4.717 -2.545 0.00 -0.01 0.00
C -2.355 5.907 -3.399 0.01 0.01 0.00
C -2.755 7.094 -2.526 0.00 -0.01 0.01
C -1.627 7.470 -1.570 0.00 0.00 -0.02
C -1.202 6.273 -0.724 0.01 -0.01 0.01
C 0.772 4.095 0.074 -0.05 0.02 -0.03
N 0.872 -0.409 1.577 -0.20 -0.02 -0.10
C 1.131 -1.737 1.519 0.28 0.18 0.14
N 0.694 -2.463 2.628 -0.10 -0.24 -0.12
C -0.771 -2.582 2.731 0.01 0.16 0.11
C -1.349 -3.414 1.595 0.00 0.00 -0.01
N -0.623 -4.660 1.524 0.04 0.01 0.03
N -1.098 -5.706 0.812 -0.04 0.02 0.00
C -0.106 -6.573 0.857 0.01 -0.03 -0.03
C 1.006 -6.104 1.565 0.02 0.00 0.02
C 0.646 -4.847 1.980 -0.01 -0.02 -0.01
C 1.320 -3.779 2.786 0.00 -0.01 -0.01
C 2.098 -7.128 1.604 0.02 0.01 -0.01
C 1.640 -8.111 0.488 0.01 0.00 0.00
C 0.102 -7.963 0.343 -0.02 0.00 0.03
N 1.790 -2.294 0.554 0.02 -0.07 -0.02
H 2.758 -1.934 -1.246 0.00 0.00 0.00
H 2.254 0.457 -1.362 0.00 0.00 0.00
H 2.227 2.551 -0.604 0.00 0.02 0.01
H 0.657 3.063 -2.402 0.00 -0.01 0.00
H -0.505 1.951 -1.610 0.00 0.00 -0.01
H 0.080 5.405 -2.211 -0.01 0.02 -0.01
H -1.620 3.882 -3.181 0.00 0.00 0.00
H -2.769 4.366 -1.940 0.00 0.00 0.00
H -1.524 6.205 -4.049 0.00 0.00 0.00
H -3.178 5.620 -4.057 0.00 0.00 0.00
H -3.030 7.949 -3.148 0.00 0.00 0.00
H -3.644 6.826 -1.944 0.00 0.00 0.00
H -0.769 7.827 -2.150 0.00 0.00 0.00
H -1.932 8.297 -0.924 0.00 0.00 0.00
H -2.031 5.949 -0.087 0.00 0.00 0.00
H -0.378 6.549 -0.060 0.00 0.00 0.00
H 0.578 4.276 1.131 0.00 0.01 0.00
H 1.480 4.841 -0.315 0.01 0.00 0.01
H 0.442 -0.014 2.400 0.00 -0.01 0.00
H -0.987 -3.048 3.693 -0.01 0.00 0.00
H -1.228 -1.593 2.733 -0.01 0.00 -0.01
H -2.403 -3.629 1.769 0.00 -0.01 0.00
H -1.262 -2.880 0.644 0.00 0.01 0.00
H 2.367 -3.708 2.505 0.00 0.00 0.00
H 1.269 -4.026 3.850 0.00 0.00 0.00
H 3.092 -6.728 1.401 0.00 0.00 0.01
H 2.144 -7.631 2.575 -0.01 0.00 0.00
H 2.109 -7.809 -0.450 -0.01 0.00 0.00
H 1.943 -9.137 0.690 0.00 0.00 0.00
H -0.427 -8.685 0.972 0.00 0.00 -0.01
H -0.236 -8.110 -0.682 0.00 0.01 0.00
```
Positions in Å, forces in eV/Å.

Results
E_tot	-33747.1795	eV
highest occupied orbital energy	-8.138	eV